(1)
A structure of composition C18H33N6O6S2 at a distorted geometry. Source: the OMol25 dataset; level of theory: ωB97M-V with the def2-TZVPD basis set.

XYZ file:
```
65
Properties=species:S:1:pos:R:3:forces:R:3:nbo_charge:R:1
N 3.443724 -0.492370 -0.830520 -8.255 -1.335 3.690 -0.79
S 2.090606 0.178825 -1.796982 -1.649 0.333 -1.849 2.30
O 1.695324 -0.865405 -2.747407 0.057 0.196 1.545 -0.97
O 2.660629 1.313006 -2.507110 -0.090 -0.582 1.638 -0.92
N 0.932710 0.557807 -0.663521 0.229 -0.114 -2.092 -1.17
S -0.328716 1.435705 -1.309102 0.162 3.413 1.911 2.22
O 0.039875 2.573035 -2.150281 0.214 -1.894 -0.414 -0.94
O -1.097832 1.958442 -0.165487 0.471 -1.913 -0.786 -0.96
C -1.511290 0.403006 -2.262502 -0.956 -0.551 0.461 -0.78
C -2.577536 -0.119778 -1.229871 0.725 -0.361 0.241 0.81
O -3.681172 0.312754 -1.153765 -0.058 0.455 -0.295 -0.56
O -2.197198 -1.109354 -0.324702 0.158 0.269 -1.642 -0.69
H 3.398192 0.084250 0.030276 0.634 -0.360 -0.155 0.41
H 3.253835 -1.491393 -0.614150 -0.471 0.717 0.196 0.41
H -2.069822 1.109254 -2.926614 0.705 -0.549 0.592 0.28
H -1.041694 -0.414355 -2.855205 -0.037 0.650 0.526 0.26
H -1.614699 -1.703207 -0.830535 0.262 0.239 0.581 0.48
C 7.349221 -1.742267 -4.112115 0.155 -0.052 0.081 -0.61
C 6.261074 -2.802481 -3.979595 0.263 0.153 -0.172 -0.38
C 4.847364 -2.210537 -3.957761 -0.573 -0.138 1.209 -0.48
C 4.700916 -1.287704 -2.804127 -0.842 0.436 1.000 0.13
N 4.580357 -0.539814 -1.851651 9.036 0.698 -5.890 -0.46
H 7.349267 -1.059370 -3.261443 -0.114 0.013 -0.064 0.24
H 8.335688 -2.212479 -4.152786 -0.025 0.009 -0.073 0.19
H 7.214624 -1.155052 -5.024761 -0.002 0.001 0.045 0.19
H 6.434812 -3.376594 -3.064554 -0.103 -0.009 -0.038 0.19
H 6.340920 -3.501968 -4.818509 -0.108 -0.047 0.051 0.19
H 4.106345 -3.017336 -3.879904 0.038 -0.122 -0.394 0.20
H 4.648368 -1.657361 -4.878293 -0.026 0.104 0.117 0.24
C 6.386489 4.148169 0.482540 0.014 0.099 -0.025 -0.61
C 5.211179 3.615826 -0.331582 0.130 0.238 0.191 -0.38
C 5.058982 2.096994 -0.237017 0.458 -0.245 -0.728 -0.52
C 6.309002 1.432283 -0.752336 -1.662 0.410 0.590 0.33
N 7.288162 0.962030 -1.109260 0.698 -0.063 -0.129 -0.38
H 7.337730 3.752389 0.120636 -0.057 -0.065 0.033 0.22
H 6.438330 5.236546 0.408407 -0.014 -0.026 0.054 0.21
H 6.283653 3.884289 1.538750 0.031 0.012 -0.029 0.20
H 5.341216 3.907948 -1.376269 -0.109 -0.121 0.010 0.21
H 4.290952 4.087230 0.021540 -0.043 -0.117 -0.080 0.21
H 4.179631 1.771918 -0.824731 0.773 0.259 0.041 0.28
H 4.897961 1.787840 0.800501 0.162 0.017 0.002 0.22
C -6.293853 -0.740951 0.286525 -0.019 0.185 -0.054 -0.63
C -7.221364 0.045015 1.206066 0.192 -0.070 -0.217 -0.38
C -8.205080 -0.846928 1.968104 -0.343 0.016 -0.849 -0.51
C -9.073587 -1.584626 1.014556 0.608 0.555 0.945 0.31
N -9.741237 -2.152421 0.280023 -0.379 -0.311 -0.440 -0.37
H -6.850447 -1.264480 -0.494593 -0.046 -0.041 0.093 0.20
H -5.592727 -0.069485 -0.208913 -0.050 -0.180 0.130 0.26
H -5.715978 -1.478502 0.850726 0.010 0.017 -0.043 0.19
H -7.771522 0.779731 0.611490 -0.029 0.002 0.109 0.20
H -6.617549 0.602010 1.927282 -0.117 -0.022 0.065 0.21
H -8.833060 -0.240925 2.622132 -0.041 -0.193 0.046 0.25
H -7.667770 -1.561267 2.584128 -0.170 -0.050 -0.124 0.26
C -3.910329 0.581909 4.368332 0.038 -0.005 -0.014 -0.62
C -3.866819 -0.482987 5.459969 0.108 0.349 -0.086 -0.38
C -4.628982 -1.755992 5.080502 -0.377 0.322 0.070 -0.51
C -6.059462 -1.441752 4.840986 1.169 -0.516 0.180 0.32
N -7.160247 -1.194072 4.656388 -0.445 0.191 0.344 -0.37
H -4.931464 0.918279 4.175790 0.012 -0.066 -0.004 0.21
H -3.332015 1.456893 4.668326 0.008 -0.048 -0.056 0.22
H -3.491201 0.203211 3.432993 -0.019 0.065 0.017 0.22
H -4.281596 -0.065115 6.381413 0.004 -0.138 0.011 0.20
H -2.825050 -0.740781 5.664678 -0.076 -0.112 0.018 0.21
H -4.558739 -2.491776 5.883547 -0.123 -0.033 -0.078 0.25
H -4.206430 -2.199899 4.176633 -0.098 0.025 -0.012 0.25
```
Positions in Å, forces in eV/Å.

Computed properties:
Charge: -1
HOMO-LUMO gap: 5.2 eV
LUMO level: 2.16 eV
Maximum force: 0.2102 Eh/bohr
Multiplicity: 1
Energy relative to the best compared isomer or geometry (same formula, charge and spin): 0.0 kJ/mol
Highest occupied orbital energy: -0.111 hartree

(2)
A structure of composition C18H33NNaO3P2 at a distorted geometry. Source: the OMol25 dataset; level of theory: ωB97M-V with the def2-TZVPD basis set.

XYZ file:
```
58
Properties=species:S:1:pos:R:3:forces:R:3:nbo_charge:R:1
C -0.135480 -2.391699 -4.237487 1.587 0.340 4.107 -0.40
C -0.891278 -1.421918 -5.024459 -0.670 1.731 -0.188 0.02
H -0.687594 -3.324301 -4.076659 0.074 0.151 -0.194 0.22
H 0.839507 -2.638841 -4.675370 -0.247 -0.041 -0.181 0.21
C -1.123281 -0.124978 -4.693265 -0.030 -1.985 -1.259 -0.09
C -0.660092 0.526145 -3.486284 2.932 -0.980 3.190 -0.28
H -1.360357 0.537993 -2.642803 -0.045 0.251 -0.301 0.22
H -0.164639 1.491300 -3.618601 -0.403 -0.008 -0.122 0.20
C -1.440647 -1.955065 -6.317510 -0.044 -0.269 -0.340 -0.65
H -1.124442 -2.993817 -6.459666 -0.093 0.175 -0.061 0.22
H -1.089828 -1.376116 -7.184022 -0.120 -0.124 0.200 0.23
H -2.540858 -1.938057 -6.332678 0.268 0.017 0.001 0.23
C -1.954830 0.724124 -5.620183 -0.125 0.449 0.008 -0.63
H -2.947127 0.284028 -5.795340 0.266 0.111 0.046 0.23
H -1.470495 0.852360 -6.599076 -0.119 -0.028 0.219 0.23
H -2.102272 1.719560 -5.186681 -0.057 -0.116 -0.174 0.22
Na 0.913893 -0.348066 1.805403 -0.083 0.059 0.050 0.89
O 0.349849 -0.339013 -0.288127 0.537 0.325 -0.980 -0.68
C 0.926749 0.117936 -1.281941 -0.254 -0.091 0.587 0.71
O 1.439372 1.708834 1.121480 0.980 0.558 -1.732 -0.65
C 1.955065 1.947133 0.032738 -0.650 -0.554 0.843 0.92
O 2.831790 2.930685 -0.166862 -0.197 -0.471 -0.641 -0.44
N 1.748015 1.243847 -1.180085 -0.003 0.166 0.708 -0.49
C 3.348189 2.858246 -1.534384 0.776 0.816 0.511 -0.09
C 2.526303 1.845618 -2.272486 -0.997 -0.652 -0.259 -0.24
H 4.395366 2.543382 -1.483289 -0.180 0.261 0.157 0.21
H 3.271277 3.858463 -1.968866 0.114 -0.209 0.195 0.22
H 3.138244 1.089072 -2.773238 -0.089 0.219 0.089 0.23
H 1.853028 2.311687 -3.003150 0.183 -0.167 0.124 0.22
C 0.781125 -0.496010 -2.608107 -2.394 2.421 -2.032 -0.31
C 0.258044 -1.865840 -2.585830 -0.847 -2.151 -3.479 -0.41
H 1.590148 -0.295826 -3.313816 -0.005 -0.230 0.277 0.23
H -0.669937 -1.983950 -2.025954 0.259 0.148 0.143 0.23
H 1.017860 -2.579629 -2.251195 -0.253 -0.027 0.131 0.21
C -2.142354 -0.055055 2.133309 -0.287 -0.102 -0.057 -0.96
P -2.532844 1.109573 3.516960 0.458 0.005 -0.177 0.81
C -3.030463 -0.113771 4.805469 -0.457 0.061 -0.128 -0.95
C -0.815733 1.635534 4.041614 -0.269 0.308 0.286 -0.72
C -0.044872 0.858484 5.126705 0.349 0.145 0.058 -0.71
P 1.244701 -0.326428 4.518783 -0.526 0.040 0.313 0.71
C 2.434975 -0.304559 5.910078 0.243 -0.060 -0.156 -0.92
C 0.426445 -1.951802 4.798234 0.270 -0.297 -0.056 -0.94
H -3.108720 -0.276925 1.656502 0.389 -0.131 -0.032 0.25
H -1.715378 -1.006461 2.486973 0.003 0.139 -0.145 0.19
H -1.498897 0.412684 1.372083 -0.259 -0.063 0.210 0.23
H -2.709056 0.205344 5.802250 -0.152 -0.095 -0.176 0.24
H -4.129785 -0.118259 4.796212 0.299 -0.159 0.132 0.25
H -2.677732 -1.129639 4.589456 0.011 0.204 0.193 0.22
H -0.213646 1.774304 3.123585 -0.226 0.083 0.396 0.23
H -1.019350 2.645381 4.440574 0.316 -0.292 -0.228 0.24
H 0.523224 1.590452 5.724782 -0.238 -0.249 -0.080 0.24
H -0.714010 0.318417 5.810859 0.234 0.247 -0.100 0.23
H 1.976824 -0.678614 6.835495 0.106 0.145 -0.216 0.24
H 3.289315 -0.940398 5.640190 -0.175 0.166 0.216 0.24
H 2.797538 0.721392 6.058804 -0.051 -0.304 -0.022 0.25
H -0.564174 -2.007085 4.324558 0.285 0.079 0.151 0.23
H 1.065396 -2.722956 4.341018 -0.263 0.057 0.244 0.23
H 0.337923 -2.156875 5.873310 -0.131 -0.019 -0.265 0.24
```
Positions in Å, forces in eV/Å.

Computed properties:
Charge: +1
HOMO-LUMO gap: 8.3 eV
LUMO level: -2.47 eV
Maximum force: 0.0864 Eh/bohr
Multiplicity: 1
Highest occupied orbital energy: -0.397 hartree

(3)
A cluster of 4 separate species, C18H33O10Si in total at a distorted geometry. Source: the OMol25 dataset; level of theory: ωB97M-V with the def2-TZVPD basis set.

XYZ file:
```
62
Properties=species:S:1:pos:R:3:forces:R:3:nbo_charge:R:1
C 4.345243 -1.422481 1.775629 -0.586 0.810 -0.575 -0.97
C 3.687205 -0.476074 0.711778 0.660 -1.327 0.441 -0.46
C 2.595515 -1.186058 -0.168236 1.296 1.323 -0.947 -0.08
O 1.331169 -0.502503 -0.230455 -0.842 -0.988 1.010 -0.90
Si 0.147850 -0.921061 0.905719 -0.295 0.594 -0.081 1.88
C 0.496449 -2.411941 2.010674 -0.108 -0.431 -0.492 -1.16
C -1.474524 -1.275956 -0.055461 0.552 -0.185 0.228 -1.12
C -0.215284 0.562202 2.054647 0.582 0.174 -0.397 -1.15
H 4.708149 -2.297423 1.190625 -0.103 -0.032 0.372 0.11
H 3.519133 -1.720775 2.453975 0.326 -0.298 -0.024 0.12
H 4.516582 -0.180351 0.047579 -0.314 0.154 -0.107 0.17
H 3.299190 0.451856 1.149441 -0.247 -0.170 -0.022 0.18
H 2.996874 -1.159349 -1.207736 -0.314 -0.003 0.357 0.12
H 2.533284 -2.246110 0.090838 -0.337 0.111 0.346 0.16
H 0.102512 -2.248543 3.018802 0.093 0.137 -0.114 0.25
H 1.543852 -2.718616 2.082163 -0.030 0.266 0.060 0.27
H -0.052975 -3.272124 1.594000 0.127 0.145 0.089 0.22
H -1.443005 -0.869478 -1.070833 -0.091 0.140 0.173 0.22
H -2.306522 -0.860165 0.522781 -0.030 -0.009 -0.253 0.22
H -1.639949 -2.354723 -0.162051 0.027 0.136 0.038 0.23
H -1.144849 1.088780 1.801832 0.039 -0.204 0.114 0.21
H -0.211655 0.263062 3.107399 -0.183 -0.020 -0.324 0.25
H 0.592151 1.300963 1.949301 -0.079 -0.136 -0.025 0.24
C -3.490525 2.967012 7.040334 -0.217 -0.321 0.118 -0.63
C -2.168067 2.264991 6.828308 -0.517 0.358 0.108 0.06
C -1.322794 2.857992 5.729833 0.303 0.177 -0.086 -0.09
O -0.585919 1.725620 5.266666 -0.145 0.113 0.122 -0.48
C -1.330141 0.625115 5.528592 0.106 -0.119 -0.096 0.97
O -1.107639 -0.452333 5.094117 -0.041 -0.296 0.096 -0.56
O -2.366767 0.927353 6.352670 0.126 0.109 0.038 -0.50
H -4.013988 2.542557 7.897923 0.035 0.057 0.015 0.22
H -3.344088 4.032896 7.218734 0.071 -0.015 0.003 0.22
H -4.140201 2.835863 6.174203 0.120 0.065 -0.087 0.22
H -1.611041 2.211741 7.768710 0.067 -0.023 -0.060 0.18
H -0.648645 3.634187 6.087795 0.124 -0.127 -0.072 0.20
H -1.915129 3.252935 4.899220 -0.091 -0.032 0.079 0.18
C -1.120714 1.943598 -4.692413 0.018 0.325 -0.470 -0.63
C -2.384438 2.222575 -3.918449 0.666 -0.198 -0.248 0.06
C -2.871489 1.020207 -3.159381 0.000 -0.150 0.411 -0.10
O -4.286673 1.253123 -3.098607 0.042 0.063 -0.143 -0.49
C -4.612876 2.010569 -4.172742 0.054 -0.071 0.042 0.97
O -5.723538 2.216435 -4.537394 -0.250 0.091 -0.077 -0.59
O -3.502913 2.498720 -4.778143 -0.114 -0.012 0.166 -0.50
H -0.738792 2.851785 -5.161667 0.013 0.013 0.090 0.22
H -0.352455 1.551794 -4.025610 -0.021 -0.017 0.030 0.23
H -1.296805 1.223154 -5.491675 -0.051 -0.143 0.158 0.23
H -2.241892 3.086658 -3.262216 -0.123 -0.055 0.051 0.18
H -2.437451 0.960861 -2.163556 -0.256 -0.024 0.079 0.21
H -2.692236 0.076639 -3.682200 0.069 0.103 -0.080 0.20
C 4.213342 -1.962360 -4.676144 -0.071 0.224 -0.356 -0.63
C 2.889284 -1.688492 -4.000059 0.672 -0.138 -0.104 0.06
C 2.342287 -2.854891 -3.220414 0.075 -0.198 0.379 -0.10
O 0.930193 -2.640981 -3.308904 0.008 -0.039 -0.238 -0.48
C 0.694477 -1.946060 -4.442707 0.126 -0.001 0.372 0.97
O -0.387485 -1.768213 -4.898755 -0.346 0.161 -0.287 -0.60
O 1.847417 -1.470658 -4.970508 -0.213 -0.031 0.093 -0.50
H 4.592593 -1.056975 -5.151712 0.034 -0.005 0.071 0.22
H 4.954489 -2.309792 -3.956260 -0.064 0.034 0.073 0.23
H 4.099057 -2.711071 -5.461802 -0.057 -0.101 0.112 0.21
H 2.959980 -0.795886 -3.372392 -0.106 -0.062 0.033 0.20
H 2.666708 -2.857548 -2.181039 -0.221 0.018 -0.085 0.24
H 2.578478 -3.822251 -3.674763 0.034 0.081 -0.120 0.17
```
Positions in Å, forces in eV/Å.

Computed properties:
Charge: -1
HOMO-LUMO gap: 3.5 eV
LUMO level: 2.14 eV
Maximum force: 0.0405 Eh/bohr
Multiplicity: 1
Highest occupied orbital energy: -0.049 hartree